Record 1
C27H30Cl3GeO5PRuS2 | ωB97M-V/def2-TZVPD

Results
2S+1	2
net charge	-1
F_max	2.684	eV Å⁻¹
calculated total energy	-6113.39695	Ha
HOMO (spin up / spin down)	-5.0 / -5.1	eV
lowest unoccupied orbital energy (spin up / spin down)	0.0498 / 0.0681	hartree
ΔE to the lowest compared entry with this formula, charge and spin	63.2	kcal/mol
<S²>	0.789

Atoms and positions in Å:
Ru 0.213 -0.993 -1.496
C 0.519 -0.164 5.482
O 1.646 -0.978 5.182
C 1.850 -1.271 3.877
C 3.011 -2.024 3.606
C 3.292 -2.345 2.311
C 2.476 -1.944 1.225
C 2.843 -2.239 -0.134
C 3.787 -3.368 -0.436
O 2.398 -1.606 -1.109
C 1.275 -1.231 1.507
O 0.384 -0.896 0.640
C 1.008 -0.887 2.865
H 0.541 0.007 6.556
H -0.417 -0.661 5.214
H 0.571 0.790 4.958
H 3.654 -2.321 4.427
H 4.194 -2.911 2.122
H 4.530 -3.547 0.333
H 4.276 -3.183 -1.385
H 3.182 -4.271 -0.547
H 0.103 -0.318 3.039
C -4.200 0.819 -4.712
C -3.300 0.122 -3.719
O -2.002 -0.033 -4.335
P -0.887 -1.054 -3.749
S -1.302 0.843 -1.091
S 0.844 0.016 -3.654
O -0.568 -1.939 -5.067
C -1.439 -2.989 -5.559
C -2.873 -2.540 -5.786
H -5.189 0.959 -4.269
H -4.299 0.237 -5.630
H -3.785 1.800 -4.960
H -3.710 -0.853 -3.443
H -3.207 0.712 -2.816
H -1.399 -3.839 -4.881
H -0.983 -3.290 -6.498
H -3.371 -2.319 -4.837
H -3.428 -3.338 -6.286
H -2.900 -1.642 -6.407
C -1.512 2.900 5.560
C -2.482 2.028 5.081
C -2.470 1.639 3.748
C -1.492 2.089 2.852
C -0.508 2.949 3.361
C -0.527 3.352 4.690
C -1.586 1.580 1.461
C -0.807 1.726 0.381
C 0.370 2.640 0.244
C 0.209 4.009 0.449
C 1.272 4.890 0.289
C 2.521 4.414 -0.082
C 2.694 3.051 -0.299
C 1.624 2.178 -0.152
H -1.510 3.202 6.603
H -3.246 1.647 5.749
H -3.232 0.957 3.382
H 0.286 3.299 2.722
H 0.246 4.021 5.055
H -2.412 0.895 1.314
H -0.769 4.392 0.716
H 1.120 5.952 0.451
H 3.349 5.100 -0.225
H 3.660 2.660 -0.598
H 1.772 1.133 -0.348
Cl 3.747 -4.987 -3.672
Ge 1.740 -3.836 -3.631
Cl 0.038 -3.487 -1.472
Cl 0.568 -5.704 -4.163

=====

Record 2
C27H30ClNPSc | ωB97M-V/def2-TZVPD

Results
net charge	+2
F_max	3.107	eV Å⁻¹
calculated total energy	-2663.23849	Ha
HOMO	-13.7	eV
lowest unoccupied orbital energy	-0.2425	hartree

Atoms and positions in Å:
Sc -0.676 0.815 -1.213
Cl -0.099 2.212 0.530
P 1.303 -0.145 0.162
C 2.697 0.617 -0.801
C 3.407 -0.058 -1.812
C 4.354 0.590 -2.622
C 4.577 1.961 -2.499
C 3.922 2.654 -1.476
C 3.040 1.976 -0.620
C 1.988 -0.078 1.841
C 1.189 -0.347 2.980
C 1.731 -0.328 4.274
C 3.081 0.011 4.488
C 3.875 0.339 3.383
C 3.325 0.299 2.089
C 1.375 -1.933 -0.223
C 0.331 -2.645 -0.841
C 0.375 -4.042 -1.005
C 1.530 -4.700 -0.555
C 2.582 -4.002 0.048
C 2.458 -2.639 0.305
H 0.139 -0.617 2.811
H 1.099 -0.651 5.116
H 3.504 -0.005 5.487
H 4.934 0.623 3.503
H 3.948 0.588 1.234
H 3.212 -1.123 -1.952
H 4.971 0.002 -3.309
H 5.277 2.491 -3.143
H 4.130 3.711 -1.285
H 2.580 2.509 0.218
H -0.557 -2.084 -1.143
H -0.471 -4.573 -1.467
H 1.585 -5.775 -0.692
H 3.539 -4.482 0.275
H 3.193 -2.101 0.897
H 0.597 0.244 -2.921
H 0.207 -0.322 -2.535
C -4.548 2.316 0.404
N -4.281 2.288 -1.057
C -4.570 3.628 -1.655
C -3.043 1.404 -1.501
C -3.099 0.081 -0.712
C -4.292 -0.700 -0.552
C -4.232 -1.783 0.359
C -3.141 -1.940 1.255
C -2.010 -1.141 1.096
C -1.979 -0.221 0.073
H -3.823 2.883 0.981
H -4.640 1.296 0.804
H -5.532 2.800 0.494
H -4.995 1.661 -1.446
H -3.969 4.502 -1.373
H -4.538 3.574 -2.730
H -5.580 3.849 -1.310
H -3.162 1.269 -2.596
H -2.207 2.139 -1.210
H -5.226 -0.470 -1.117
H -5.021 -2.567 0.383
H -3.179 -2.649 2.094
H -1.183 -1.211 1.787

=====

Record 3
C27H30F32N2O5 | ωB97M-V/def2-TZVPD

Results
net charge	0
F_max	4.111	eV Å⁻¹
structure (SMILES)	FC(F)C(F)(F)COC(F)(F)C(F)F.FC(F)C(F)(F)COC(F)(F)C(F)F.FC(F)C(F)(F)COC(F)(F)C(F)F.FC(F)C(F)(F)COC(F)(F)C(F)F.NCCC[C@H]1CCC(=O)N1
calculated total energy	-4728.17762	Ha
HOMO	-9.3	eV
lowest unoccupied orbital energy	0.0045	hartree
ΔE to the lowest compared entry with this formula, charge and spin	50.2	kcal/mol

Atoms and positions in Å:
F -2.983 2.599 4.252
C -3.475 1.650 5.068
F -4.229 2.298 5.993
C -2.378 0.837 5.759
F -1.633 1.619 6.574
F -2.992 -0.073 6.572
C -1.437 0.039 4.830
O -0.167 0.631 4.519
C -0.132 1.546 3.450
F -1.299 1.503 2.779
F 0.806 1.076 2.590
C 0.252 2.961 3.894
F -0.610 3.448 4.808
F 0.233 3.816 2.841
H -4.141 1.003 4.492
H -1.173 -0.869 5.379
H -1.947 -0.320 3.933
H 1.252 2.973 4.334
F 3.952 -0.978 5.646
C 2.770 -0.845 5.019
F 2.082 0.107 5.705
C 1.974 -2.154 4.978
F 1.643 -2.561 6.227
F 0.793 -1.901 4.343
C 2.638 -3.329 4.226
O 3.330 -4.306 5.017
C 4.671 -4.039 5.364
F 5.117 -2.976 4.671
F 5.387 -5.098 4.922
C 4.869 -3.893 6.877
F 4.116 -2.895 7.385
F 6.159 -3.597 7.166
H 2.949 -0.462 4.010
H 1.819 -3.894 3.773
H 3.241 -2.992 3.380
H 4.600 -4.816 7.396
F 5.833 0.347 -3.919
C 4.594 0.680 -4.317
F 4.207 1.719 -3.532
C 3.599 -0.475 -4.187
F 3.442 -0.843 -2.891
F 2.378 -0.023 -4.597
C 3.916 -1.728 -5.032
O 4.574 -2.817 -4.370
C 5.982 -2.774 -4.278
F 6.458 -1.785 -5.055
F 6.426 -3.926 -4.830
C 6.475 -2.688 -2.829
F 5.997 -1.590 -2.204
F 7.826 -2.607 -2.786
H 4.642 1.043 -5.347
H 2.947 -2.147 -5.320
H 4.400 -1.479 -5.980
H 6.160 -3.564 -2.258
F -7.963 -0.059 -2.853
C -7.324 -0.585 -1.793
F -7.888 -0.025 -0.691
C -5.819 -0.310 -1.812
F -5.567 1.019 -1.723
F -5.285 -0.868 -0.685
C -5.036 -0.890 -3.010
O -4.756 0.010 -4.093
C -5.750 0.181 -5.078
F -6.718 -0.740 -4.913
F -5.157 -0.112 -6.259
C -6.289 1.614 -5.127
F -6.826 1.986 -3.946
F -7.269 1.728 -6.056
H -7.526 -1.659 -1.759
H -4.046 -1.153 -2.624
H -5.453 -1.836 -3.363
H -5.493 2.321 -5.373
N -0.398 4.167 -0.876
C -1.793 3.913 -1.314
C -1.861 3.433 -2.861
C -0.555 2.650 -3.355
C -0.419 1.165 -2.781
C 0.832 0.978 -1.747
C 0.263 0.122 -0.488
C -0.948 -0.605 -1.276
O -1.276 -1.798 -1.310
N -1.544 0.566 -2.011
H 0.040 3.349 -0.444
H -0.304 5.014 -0.310
H -2.420 4.874 -1.262
H -2.352 3.138 -0.690
H -2.821 2.836 -3.029
H -1.925 4.395 -3.489
H -0.621 2.617 -4.505
H 0.418 3.196 -3.124
H -0.214 0.421 -3.627
H 1.466 0.191 -2.319
H 1.445 1.916 -1.496
H -0.133 0.778 0.353
H 1.078 -0.587 -0.111
H -1.705 1.198 -1.209